(1)
Computed, not measured: C10H35NO11V as an isolated structure at a distorted geometry, with the ωB97M-V functional and the def2-TZVPD basis.

Structure (XYZ):
```
58
Properties=species:S:1:pos:R:3
O 1.6247 -2.9517 -0.0977
V 0.6319 -2.3946 -1.2088
O -0.8286 -2.5141 -0.5255
C -0.4567 -5.1512 -2.7792
O 0.4250 -4.1721 -2.3435
H -1.4075 -5.1276 -2.2105
H -0.7700 -4.9120 -3.8262
H -0.0339 -6.1650 -2.8305
C -2.1637 2.0136 2.5050
C -1.5613 1.8815 1.1047
C -1.9757 3.0661 0.2300
C -1.3257 4.3351 0.7340
C 0.1782 4.1950 0.5899
C 0.7940 2.8927 1.1737
N -0.1354 1.7933 1.1258
O 0.3260 0.6039 1.6359
C 1.1988 3.1676 2.6260
C 2.0182 2.6547 0.2991
C -2.1472 0.6404 0.4357
H -1.7665 2.9114 2.9955
H -1.9148 1.1377 3.0947
H -3.2270 2.2892 2.4752
H -3.0695 3.1387 0.2209
H -1.7209 2.8544 -0.8144
H -1.6038 4.6496 1.7416
H -1.6833 5.1383 0.0704
H 0.6574 5.0460 1.0896
H 0.4159 4.3036 -0.4728
H 1.4439 2.2187 3.1222
H 0.4145 3.6611 3.1939
H 2.1998 3.6208 2.7035
H 2.4000 1.6355 0.4460
H 2.7827 3.4276 0.3574
H 1.7354 2.5663 -0.7640
H -1.4859 0.3119 -0.3522
H -3.1830 0.7864 0.1295
H -2.1790 -0.1862 1.1522
O 2.8292 -1.3138 2.1814
H 2.1671 -0.6362 1.9072
H 2.3754 -2.1555 2.0576
O 4.3273 -3.8723 -0.6558
H 3.7741 -3.2745 -0.1201
H 4.3536 -3.4629 -1.5207
O -3.7242 -1.2955 -1.8148
H -3.0000 -1.6869 -2.3194
H -4.1277 -2.0428 -1.3601
O -0.4637 -5.0448 1.8479
H -1.0019 -4.9770 1.0495
H -0.3402 -4.1251 2.1155
O 1.0343 -0.3992 -0.5704
H 0.5456 0.0531 0.2526
H 1.2340 0.3136 -1.1862
O -0.5910 -1.1626 -2.9535
H -0.6159 -0.3998 -3.5478
H -0.5625 -1.9421 -3.5457
O 2.1966 -1.9600 -2.6142
H 1.9666 -1.5437 -3.4555
H 3.0162 -2.4381 -2.7748
```

Computed properties:
E, hartree: -2228.41440
Net charge: -1
Highest occupied orbital energy, eV: -3.01
LUMO, eV: 1.5
Gap between HOMO and LUMO, hartree: 0.1644

Just the Mulliken charges please, in e? Sure, here they are: atom 1 (O): -0.5184, atom 2 (V): 1.0272, atom 3 (O): -0.5416, atom 4 (C): -0.8393, atom 5 (O): -0.4766, atom 6 (H): 0.2387, atom 7 (H): 0.2431, atom 8 (H): 0.2355, atom 9 (C): -1.8677, atom 10 (C): 1.3515, atom 11 (C): -1.2905, atom 12 (C): -0.7294, atom 13 (C): -1.2112, atom 14 (C): 1.6512, atom 15 (N): 1.3216, atom 16 (O): -0.9125, atom 17 (C): -1.8793, atom 18 (C): -2.0825, atom 19 (C): -1.6867, atom 20 (H): 0.3775, atom 21 (H): 0.3896, atom 22 (H): 0.3720, atom 23 (H): 0.5245, atom 24 (H): 0.3326, atom 25 (H): 0.4130, atom 26 (H): 0.3526, atom 27 (H): 0.3264, atom 28 (H): 0.3969, atom 29 (H): 0.3071, atom 30 (H): 0.3439, atom 31 (H): 0.4984, atom 32 (H): 0.3650, atom 33 (H): 0.4574, atom 34 (H): 0.3224, atom 35 (H): 0.0188, atom 36 (H): 0.4403, atom 37 (H): 0.3702, atom 38 (O): -0.7337, atom 39 (H): 0.4160, atom 40 (H): 0.2872, atom 41 (O): -0.6112, atom 42 (H): 0.3616, atom 43 (H): 0.2389, atom 44 (O): -0.5934, atom 45 (H): 0.2700, atom 46 (H): 0.2885, atom 47 (O): -0.6375, atom 48 (H): 0.3123, atom 49 (H): 0.3215, atom 50 (O): -0.0787, atom 51 (H): 0.2532, atom 52 (H): 0.1537, atom 53 (O): -0.4839, atom 54 (H): 0.2300, atom 55 (H): 0.3017, atom 56 (O): -0.3739, atom 57 (H): 0.2811, atom 58 (H): 0.1548

---

(2)
Computed, not measured: C10H36CoN13O8 as an isolated structure at a distorted geometry, with the ωB97M-V functional and the def2-TZVPD basis.

Structure (XYZ):
```
68
Properties=species:S:1:pos:R:3
Co 0.6810 -1.5192 -1.3656
O -0.3036 -0.1723 -0.3911
H -0.8702 0.3992 0.1628
C 3.8931 0.5730 -3.1464
C 3.0759 -0.4159 -2.3012
C 3.2620 -0.3493 -0.7909
O 2.3603 -1.2853 -0.2171
C 2.5379 -1.3466 1.1909
N 1.6930 -0.0851 -2.5635
H 3.7586 1.5655 -2.7164
H 3.6585 0.6107 -4.2102
H 4.9755 0.4451 -3.1367
H 3.2811 -1.4005 -2.7214
H 3.0354 0.6559 -0.4353
H 4.3047 -0.6145 -0.6161
H 2.6638 -0.4184 1.7483
H 3.3764 -2.0026 1.4245
H 1.7118 -1.7954 1.7425
H 1.5418 0.0052 -3.5580
H 1.5280 0.8669 -2.2692
C -0.3170 -0.4006 3.5300
O 0.8593 -0.4070 3.6994
N -1.1634 -0.2622 4.5371
N -0.9740 -0.3948 2.3790
H -0.6136 -0.2229 5.3834
H -2.1248 0.0329 4.4445
H -0.5022 -0.3302 1.4883
H -1.9726 -0.3914 2.5306
C -1.6676 -1.1586 -3.4000
O -0.8900 -1.8793 -2.7478
N -1.8274 0.1411 -3.2648
N -2.5690 -1.7127 -4.1829
H -2.5414 0.6234 -3.7917
H -1.2272 0.6452 -2.6279
H -2.6411 -2.7193 -4.2215
H -3.0854 -1.1132 -4.8107
C -0.7445 -3.9619 0.6045
O -0.2302 -2.9415 0.0541
N -0.5424 -5.1907 0.2500
N -1.5643 -3.8828 1.6297
H -1.1250 -5.9374 0.6007
H 0.3180 -5.2917 -0.2692
H -1.9745 -4.7423 1.9662
H -1.9083 -3.0071 1.9970
C -4.0464 -0.3576 0.7582
O -3.8306 -0.8353 1.8491
N -4.9858 0.4937 0.6342
N -3.3566 -0.5138 -0.2863
H -5.1734 0.8957 -0.2731
H -5.5840 0.6378 1.4352
H -2.4610 -0.9438 -0.1042
H -3.5741 0.0508 -1.0950
C 0.6365 3.1306 -1.1738
O 1.7225 2.6722 -1.3547
N 0.2747 4.3573 -1.4758
N -0.3123 2.4527 -0.6465
H -0.6180 4.7039 -1.1547
H 1.0139 4.9386 -1.8443
H -1.2387 2.8544 -0.6695
H -0.1916 1.4598 -0.5058
C 1.0985 3.3790 2.9172
O 0.0753 4.0706 2.8035
N 1.5672 2.5306 2.1141
N 1.9325 3.4975 3.9414
H 0.9498 2.1971 1.3876
H 2.2945 1.9608 2.5221
H 1.9313 4.2622 4.6013
H 2.7393 2.8941 4.0124
```

Computed properties:
E, hartree: -3099.19687
2S+1: 5
Highest occupied orbital energy (spin up / spin down), eV: -2.23 / -9.22
⟨S²⟩: 6.01
Energy above the lowest of the compared OMol25 structures with the same formula, charge and spin, kcal per mole: 0.0
LUMO (spin up / spin down), eV: 0.1 / -0.1
Gap between HOMO and LUMO (spin up / spin down), hartree: 0.0855 / 0.3361

Just the natural (NBO) charges please, in e? Sure, here they are: atom 1 (Co): 1.5488, atom 2 (O): -1.2753, atom 3 (H): 0.4618, atom 4 (C): -0.6399, atom 5 (C): -0.0826, atom 6 (C): -0.0806, atom 7 (O): -0.5978, atom 8 (C): -0.2728, atom 9 (N): -0.9135, atom 10 (H): 0.2359, atom 11 (H): 0.2199, atom 12 (H): 0.2130, atom 13 (H): 0.1940, atom 14 (H): 0.2220, atom 15 (H): 0.1892, atom 16 (H): 0.2025, atom 17 (H): 0.1759, atom 18 (H): 0.2381, atom 19 (H): 0.3865, atom 20 (H): 0.4256, atom 21 (C): 0.7696, atom 22 (O): -0.7109, atom 23 (N): -0.8529, atom 24 (N): -0.8801, atom 25 (H): 0.4012, atom 26 (H): 0.4037, atom 27 (H): 0.4200, atom 28 (H): 0.4179, atom 29 (C): 0.6123, atom 30 (O): -0.8010, atom 31 (N): -1.0003, atom 32 (N): -0.8407, atom 33 (H): 0.2571, atom 34 (H): 0.4053, atom 35 (H): 0.4053, atom 36 (H): 0.3677, atom 37 (C): 0.7872, atom 38 (O): -0.7801, atom 39 (N): -0.8128, atom 40 (N): -0.7962, atom 41 (H): 0.4013, atom 42 (H): 0.4134, atom 43 (H): 0.3807, atom 44 (H): 0.4389, atom 45 (C): 0.7246, atom 46 (O): -0.7604, atom 47 (N): -0.8251, atom 48 (N): -0.8324, atom 49 (H): 0.3563, atom 50 (H): 0.4049, atom 51 (H): 0.4223, atom 52 (H): 0.3531, atom 53 (C): 0.7507, atom 54 (O): -0.7389, atom 55 (N): -0.8277, atom 56 (N): -0.8588, atom 57 (H): 0.3952, atom 58 (H): 0.4048, atom 59 (H): 0.3650, atom 60 (H): 0.4151, atom 61 (C): 0.7509, atom 62 (O): -0.6945, atom 63 (N): -0.7910, atom 64 (N): -0.8338, atom 65 (H): 0.4145, atom 66 (H): 0.3804, atom 67 (H): 0.4014, atom 68 (H): 0.3659

---

(3)
Computed, not measured: a 7-piece molecular cluster, C10H36N2O7 overall at a distorted geometry, with the ωB97M-V functional and the def2-TZVPD basis.

Structure (XYZ):
```
55
Properties=species:S:1:pos:R:3
O 0.5548 -0.0089 -3.2421
H 1.0741 0.4072 -2.5540
H -0.1677 -0.4298 -2.7761
O -2.4565 -3.9635 -1.5963
H -2.2881 -4.4244 -0.7745
H -2.5548 -3.0462 -1.3412
O -0.9606 -1.4552 -1.4026
H -0.3322 -2.0711 -1.0257
H -0.9355 -0.6983 -0.8171
O -0.3969 0.6057 -0.0338
H -0.7018 1.3476 -0.5562
H -0.4094 0.9260 0.8681
C -2.8496 -1.2290 1.2984
C -2.3229 -2.5273 1.8454
O -2.9691 -3.5408 1.1671
H -2.1685 -0.5308 1.7850
H -3.7946 -0.9921 1.7871
H -2.9497 -1.0224 0.2328
H -2.4869 -2.6965 2.9096
H -1.2507 -2.5447 1.6500
H -3.7927 -3.6660 1.6442
C 1.7397 5.1344 -1.5876
C 0.4693 4.6068 -0.8783
C -0.3424 3.6543 -1.7246
O -1.3109 2.8991 -0.9752
C -2.3704 2.3669 -1.7734
N 0.8815 3.9047 0.3453
H 2.3589 4.4668 -2.1867
H 2.3722 5.7073 -0.9095
H 1.4363 5.8242 -2.3751
H -0.0974 5.5121 -0.6606
H 0.3675 2.9882 -2.2150
H -0.7914 4.2596 -2.5121
H -2.3233 2.4894 -2.8555
H -3.2496 2.9102 -1.4270
H -2.4583 1.3388 -1.4223
H 1.5779 3.2243 0.0768
H 0.0520 3.3449 0.4820
C 2.0750 -0.2269 2.6916
C 1.7613 -1.7086 2.3252
C 2.4252 -2.2733 1.0624
O 1.4343 -2.3673 0.0800
C 1.8828 -2.8701 -1.1305
N 2.1861 -2.4798 3.5311
H 2.3397 0.3558 1.8093
H 2.9132 -0.0240 3.3581
H 1.1719 0.1970 3.1308
H 0.6714 -1.7063 2.3118
H 2.7100 -3.3143 1.2150
H 3.2218 -1.6057 0.7339
H 1.0974 -3.1484 -1.8332
H 2.5905 -3.6980 -1.0874
H 2.3976 -2.0733 -1.6674
H 3.1612 -2.7137 3.4100
H 1.8084 -3.4147 3.5895
```

Computed properties:
SMILES string: COC[C@H](C)N.COC[C@H](C)N.CCO.O.O.O.O
E, hartree: -1038.68500
Highest occupied orbital energy, eV: -9.64
Energy above the lowest of the compared OMol25 structures with the same formula, charge and spin, kcal per mole: 37.8
LUMO, eV: 0.5
Gap between HOMO and LUMO, hartree: 0.3740

Just the natural (NBO) charges please, in e? Sure, here they are: atom 1 (O): -0.9654, atom 2 (H): 0.4559, atom 3 (H): 0.4939, atom 4 (O): -0.9574, atom 5 (H): 0.4739, atom 6 (H): 0.4816, atom 7 (O): -0.9965, atom 8 (H): 0.4869, atom 9 (H): 0.4893, atom 10 (O): -0.9683, atom 11 (H): 0.4935, atom 12 (H): 0.4838, atom 13 (C): -0.6341, atom 14 (C): -0.0655, atom 15 (O): -0.7273, atom 16 (H): 0.1914, atom 17 (H): 0.1966, atom 18 (H): 0.2309, atom 19 (H): 0.1652, atom 20 (H): 0.1703, atom 21 (H): 0.4678, atom 22 (C): -0.6264, atom 23 (C): -0.0745, atom 24 (C): -0.0824, atom 25 (O): -0.5883, atom 26 (C): -0.2596, atom 27 (N): -0.8075, atom 28 (H): 0.2100, atom 29 (H): 0.2303, atom 30 (H): 0.2095, atom 31 (H): 0.1882, atom 32 (H): 0.1739, atom 33 (H): 0.1815, atom 34 (H): 0.2030, atom 35 (H): 0.1883, atom 36 (H): 0.1896, atom 37 (H): 0.3429, atom 38 (H): 0.3496, atom 39 (C): -0.6159, atom 40 (C): -0.0592, atom 41 (C): -0.0735, atom 42 (O): -0.5590, atom 43 (C): -0.2700, atom 44 (N): -0.8284, atom 45 (H): 0.1994, atom 46 (H): 0.2203, atom 47 (H): 0.2064, atom 48 (H): 0.1998, atom 49 (H): 0.1719, atom 50 (H): 0.1725, atom 51 (H): 0.2067, atom 52 (H): 0.1704, atom 53 (H): 0.1721, atom 54 (H): 0.3404, atom 55 (H): 0.3515

---

(4)
Computed, not measured: a 8-piece molecular cluster, C10H36N6O8 overall at a distorted geometry, with the ωB97M-V functional and the def2-TZVPD basis.

Structure (XYZ):
```
60
Properties=species:S:1:pos:R:3
C -16.2683 -26.8892 10.2361
C -16.6180 -27.3059 11.7681
O -15.7548 -26.5601 12.5853
H -16.3380 -25.8467 9.9693
H -16.6517 -27.4200 9.3257
H -15.2380 -27.0767 10.1928
H -16.5128 -28.3950 11.9645
H -17.6529 -27.0568 12.0421
H -15.0166 -27.1882 12.8787
C -14.1223 -28.6763 7.1161
C -14.3439 -27.1733 7.0862
O -13.1916 -26.6515 7.4702
H -14.9562 -29.2534 6.8815
H -13.7437 -28.9754 8.0914
H -13.3892 -29.0656 6.3781
H -14.9609 -26.8271 7.8640
H -14.6574 -26.8982 6.0279
H -13.3386 -26.2129 8.2769
C -16.2518 -23.0831 8.2632
O -16.4817 -23.0891 9.5707
N -17.0242 -22.2888 7.5158
N -15.2938 -23.7984 7.6584
H -17.7143 -21.7852 8.0977
H -17.2141 -22.4192 6.4858
H -14.6701 -24.4512 8.1730
H -15.3666 -23.8749 6.5819
C -13.0830 -23.9933 10.2255
O -13.6650 -25.2248 9.7671
N -13.5304 -23.2928 11.2687
N -11.9030 -23.5916 9.7127
H -14.5365 -23.4857 11.6142
H -12.9508 -22.8373 11.9417
H -11.6140 -24.2643 8.9712
H -11.6453 -22.6060 9.6149
C -16.3159 -22.9698 12.7908
O -16.4979 -22.9498 14.2012
N -16.2131 -21.8172 12.0870
N -16.0280 -23.9734 12.0792
H -16.3877 -20.9414 12.4961
H -16.0147 -21.6945 11.0872
H -15.8599 -24.8971 12.4767
H -16.2152 -23.9846 11.0529
C -14.1651 -25.4316 15.6360
O -13.8099 -24.5136 14.6103
H -13.8449 -26.4898 15.4600
H -15.1556 -25.4840 15.8843
H -13.5941 -25.1735 16.5504
H -14.5353 -23.9852 14.3690
C -19.3240 -24.4087 12.0860
O -19.1343 -23.1330 11.5968
H -18.6715 -24.8021 12.8033
H -19.0431 -25.0650 11.3106
H -20.3385 -24.5586 12.4081
H -18.2115 -22.8359 11.5728
C -12.7536 -26.7749 12.0781
O -13.0749 -27.7844 13.0035
H -11.7500 -26.4183 12.1518
H -13.2900 -25.8536 12.3067
H -12.9057 -27.0471 11.0078
H -12.2701 -28.2500 13.2628
```

Computed properties:
SMILES string: NC(N)=O.NC(N)=O.NC(N)=O.CCO.CCO.CO.CO.CO
E, hartree: -1332.96588
Highest occupied orbital energy, eV: -9.07
Energy above the lowest of the compared OMol25 structures with the same formula, charge and spin, kcal per mole: 11.9
LUMO, eV: 0.2
Gap between HOMO and LUMO, hartree: 0.3405

Just the natural (NBO) charges please, in e? Sure, here they are: atom 1 (C): -0.6596, atom 2 (C): -0.0569, atom 3 (O): -0.7610, atom 4 (H): 0.2114, atom 5 (H): 0.2094, atom 6 (H): 0.2147, atom 7 (H): 0.1780, atom 8 (H): 0.1725, atom 9 (H): 0.5213, atom 10 (C): -0.6255, atom 11 (C): -0.0551, atom 12 (O): -0.7464, atom 13 (H): 0.1964, atom 14 (H): 0.2044, atom 15 (H): 0.2066, atom 16 (H): 0.1667, atom 17 (H): 0.1358, atom 18 (H): 0.5000, atom 19 (C): 0.7885, atom 20 (O): -0.8012, atom 21 (N): -0.8284, atom 22 (N): -0.8302, atom 23 (H): 0.4265, atom 24 (H): 0.4062, atom 25 (H): 0.4587, atom 26 (H): 0.3987, atom 27 (C): 0.7937, atom 28 (O): -0.8419, atom 29 (N): -0.8358, atom 30 (N): -0.8221, atom 31 (H): 0.4342, atom 32 (H): 0.4157, atom 33 (H): 0.4188, atom 34 (H): 0.4115, atom 35 (C): 0.7521, atom 36 (O): -0.7627, atom 37 (N): -0.8507, atom 38 (N): -0.8939, atom 39 (H): 0.4017, atom 40 (H): 0.4260, atom 41 (H): 0.4589, atom 42 (H): 0.4633, atom 43 (C): -0.2429, atom 44 (O): -0.7543, atom 45 (H): 0.1634, atom 46 (H): 0.1819, atom 47 (H): 0.1563, atom 48 (H): 0.4920, atom 49 (C): -0.2415, atom 50 (O): -0.7330, atom 51 (H): 0.1713, atom 52 (H): 0.1464, atom 53 (H): 0.1769, atom 54 (H): 0.4785, atom 55 (C): -0.2720, atom 56 (O): -0.7545, atom 57 (H): 0.1657, atom 58 (H): 0.1993, atom 59 (H): 0.1822, atom 60 (H): 0.4840